Entry from the Open Molecules 2025 dataset: a 2-piece molecular cluster, C3H10O2S2 overall at a distorted geometry (wB97M-V/def2-TZVPD).

Last column: natural (NBO) charge in e.
CARTESIAN COORDINATES (ANGSTROEM)
O -0.491 -0.426 -1.575  -0.756
C 0.807 -0.834 -1.085  -0.071
C 1.353 0.228 -0.147  -0.463
C 0.612 0.197 1.152  -0.539
S 0.583 1.903 1.903  0.093
S -0.961 2.796 0.986  -0.156
H -0.372 0.374 -2.219  0.480
H 1.538 -1.060 -1.847  0.178
H 0.570 -1.883 -0.738  0.180
H 1.357 1.162 -0.797  0.214
H 2.364 0.170 0.048  0.215
H 1.243 -0.473 1.835  0.232
H -0.496 -0.236 1.004  0.248
H -2.089 2.088 1.234  0.136
O -2.355 -1.355 0.239  -0.941
H -2.132 -0.881 -0.541  0.491
H -1.531 -1.770 0.549  0.459

Results
HOMO level	-0.316	Eh
gap between HOMO and LUMO	9.1	eV
total energy	-1067.1087	Eh
LUMO energy	0.53	eV
relative energy (zero: lowest compared OMol25 entry of this formula, charge and spin)	23.63	kcal/mol
charge	0
SMILES	OCCCSS.O



Entry from the Open Molecules 2025 dataset: a 2-piece molecular cluster, H3NOPS overall at a distorted geometry (wB97M-V/def2-TZVPD).

Last column: natural (NBO) charge in e.
CARTESIAN COORDINATES (ANGSTROEM)
N -0.608 -0.791 -1.683  -0.331
O -0.240 -1.489 -0.649  -0.675
P 0.340 -0.052 0.693  0.278
S -0.454 0.871 -1.015  -0.095
H 0.361 -0.746 -2.723  0.077
H -0.979 -0.427 1.181  -0.047
H 0.213 1.479 1.335  -0.206

Results
HOMO level	-0.087	Eh
gap between HOMO and LUMO	6.4	eV
total energy	-871.2053	Eh
LUMO energy	4.07	eV
relative energy (zero: lowest compared OMol25 entry of this formula, charge and spin)	99.55	kcal/mol
charge	-1



Entry from the Open Molecules 2025 dataset: a 2-piece molecular cluster, H12N6Si2 overall at a distorted geometry (wB97M-V/def2-TZVPD).

Last column: natural (NBO) charge in e.
CARTESIAN COORDINATES (ANGSTROEM)
N 2.323 0.236 1.377  -1.312
N 2.063 -1.716 -0.743  -1.338
N 1.825 1.255 -1.123  -1.384
N -2.049 0.631 1.665  -1.307
N -2.424 0.902 -1.217  -1.343
N -1.881 -1.647 0.061  -1.318
Si 1.548 -0.158 -0.216  1.642
Si -1.586 0.056 0.046  1.624
H 2.076 1.098 1.841  0.388
H 2.582 -0.513 2.009  0.386
H 2.997 -2.010 -0.950  0.396
H 1.477 -2.492 -0.557  0.397
H 2.829 1.715 -1.105  0.408
H 1.118 1.521 -1.830  0.413
H -1.511 1.439 1.784  0.384
H -2.018 -0.179 2.335  0.403
H -3.049 0.430 -1.880  0.407
H -2.115 1.801 -1.483  0.391
H -2.760 -1.948 0.428  0.379
H -1.559 -2.207 -0.649  0.386

Results
HOMO level	-0.252	Eh
gap between HOMO and LUMO	7.7	eV
total energy	-914.8353	Eh
LUMO energy	0.83	eV
relative energy (zero: lowest compared OMol25 entry of this formula, charge and spin)	0.00	kcal/mol
charge	0



Entry from the Open Molecules 2025 dataset: the molecule C23H17N3O4 at a distorted geometry (wB97M-V/def2-TZVPD).

Last column: natural (NBO) charge in e.
CARTESIAN COORDINATES (ANGSTROEM)
C -0.809 0.540 2.494  -0.672
C 0.700 0.744 2.519  0.271
N 1.384 -0.145 3.339  -0.536
C 2.820 0.126 3.321  0.115
C 3.937 -0.438 4.033  -0.243
C 5.224 0.191 3.912  -0.210
C 5.317 1.377 3.153  -0.231
C 4.238 1.879 2.458  -0.220
C 2.963 1.286 2.519  0.018
C 1.599 1.659 2.043  -0.266
C 1.360 2.781 1.068  0.495
O 2.091 2.857 0.091  -0.499
C 0.118 3.659 1.284  0.562
O -0.608 3.903 2.300  -0.611
N -0.618 4.123 0.239  -0.570
C -0.520 3.668 -1.146  -0.284
C -1.320 2.404 -1.403  0.142
C -0.886 1.042 -1.740  -0.332
C -1.953 0.248 -1.924  0.270
C -2.081 -1.168 -2.331  0.239
C -3.295 -1.830 -2.313  -0.235
C -3.008 -3.149 -2.821  -0.114
C -3.913 -4.191 -3.269  -0.170
C -3.268 -5.323 -3.876  -0.219
C -1.882 -5.347 -4.094  -0.211
C -1.112 -4.222 -3.846  -0.224
C -1.709 -3.187 -3.159  0.259
O -1.143 -1.945 -2.963  -0.408
O -3.026 1.056 -1.571  -0.314
N -2.619 2.404 -1.338  -0.089
H -1.256 1.517 2.783  0.267
H -1.184 -0.259 3.159  0.225
H -1.075 0.321 1.421  0.238
H 0.905 -0.821 3.884  0.409
H 3.818 -1.178 4.819  0.219
H 6.120 -0.260 4.371  0.220
H 6.292 1.900 3.104  0.216
H 4.492 2.805 1.882  0.226
H -1.412 4.693 0.498  0.425
H 0.484 3.495 -1.565  0.253
H -0.818 4.524 -1.790  0.232
H 0.045 0.629 -1.985  0.234
H -4.257 -1.473 -1.918  0.245
H -4.918 -4.265 -3.144  0.213
H -3.826 -6.235 -4.040  0.215
H -1.344 -6.233 -4.470  0.222
H -0.047 -4.161 -3.988  0.227

Results
HOMO level	-0.302	Eh
gap between HOMO and LUMO	7.8	eV
total energy	-1351.7631	Eh
LUMO energy	-0.39	eV
relative energy (zero: lowest compared OMol25 entry of this formula, charge and spin)	57.75	kcal/mol
charge	0
SMILES	Cc1[nH]c2ccccc2c1C(=O)C(=O)NCc1cc(-c2cc3ccccc3o2)on1



Entry from the Open Molecules 2025 dataset: C11H16ClErO3W as an isolated structure at a distorted geometry (wB97M-V/def2-TZVPD).

Last column: Mulliken charge in e.
CARTESIAN COORDINATES (ANGSTROEM)
Er 0.131 0.130 -0.017  0.500
Cl -1.084 -1.422 1.249  -0.476
C 1.534 -1.182 -0.591  -1.191
H 2.416 -0.554 -0.774  0.284
H 1.270 -1.705 -1.507  0.443
H 1.770 -1.900 0.194  0.307
W -2.666 -0.851 -0.258  1.513
C -4.038 0.318 0.668  -1.100
C -3.476 -2.459 -1.199  -1.111
C -1.348 0.153 -1.383  -1.335
H -3.242 -2.402 -2.277  0.312
H -3.105 -3.423 -0.798  0.281
H -4.578 -2.415 -1.066  0.295
H -4.003 1.333 0.228  0.297
H -5.046 -0.115 0.489  0.307
H -3.875 0.397 1.763  0.279
H -0.979 -0.252 -2.307  0.396
H -1.680 1.182 -1.384  0.392
O 3.332 0.464 3.817  -0.642
C 3.996 1.386 3.088  0.647
C 5.209 1.854 3.645  -0.720
C 5.981 2.803 2.988  -0.310
C 5.564 3.313 1.763  -0.641
C 4.373 2.865 1.199  -0.476
C 3.569 1.905 1.832  0.235
C 2.319 1.472 1.095  1.094
O 2.049 2.021 -0.014  -0.843
O 1.563 0.496 1.534  -0.594
H 2.469 0.087 3.542  0.339
H 5.547 1.465 4.602  0.401
H 6.914 3.151 3.426  0.358
H 6.169 4.054 1.245  0.371
H 4.090 3.286 0.233  0.386

Results
HOMO level (spin up / spin down)	-0.254 / -0.308	Eh
gap between HOMO and LUMO (spin up / spin down)	6.7 / 8.4	eV
2S+1	6
<S²>	8.763
total energy	-2196.6416	Eh
LUMO energy (spin up / spin down)	-0.19 / -0.01	eV
relative energy (zero: lowest compared OMol25 entry of this formula, charge and spin)	43.85	kcal/mol
charge	0



Entry from the Open Molecules 2025 dataset: the molecule C19H34N2O4 (wB97M-V/def2-TZVPD).

Last column: natural (NBO) charge in e.
CARTESIAN COORDINATES (ANGSTROEM)
O 1.259 -3.791 -1.358  -0.638
C 0.066 -3.821 -1.138  0.696
C -0.971 -4.142 -2.198  -0.496
C -1.858 -2.938 -2.534  -0.379
C -1.056 -1.774 -3.114  -0.416
C -1.944 -0.600 -3.552  -0.388
C -1.991 0.562 -2.558  -0.397
C -2.502 0.164 -1.175  -0.414
C -2.819 1.384 -0.307  -0.480
C -1.708 2.418 -0.214  0.681
O -1.910 3.601 -0.412  -0.642
N -0.492 1.937 0.118  -0.642
C 0.615 2.833 0.337  -0.239
C 0.717 3.281 1.805  0.089
C 1.786 4.370 2.016  -0.433
C 2.929 3.616 2.694  -0.430
C 2.158 2.548 3.465  -0.063
O 1.091 2.170 2.619  -0.550
N -0.453 -3.627 0.100  -0.621
C 0.359 -3.151 1.191  -0.260
C 0.231 -1.623 1.376  0.089
C 1.367 -1.062 2.239  -0.434
C 2.465 -0.755 1.209  -0.445
C 1.741 -0.842 -0.147  -0.093
O 0.353 -0.944 0.143  -0.557
H -1.591 -4.969 -1.844  0.219
H -0.438 -4.464 -3.094  0.230
H -2.394 -2.609 -1.642  0.190
H -2.605 -3.258 -3.267  0.206
H -0.328 -1.431 -2.378  0.214
H -0.495 -2.146 -3.974  0.206
H -2.961 -0.962 -3.726  0.190
H -1.577 -0.206 -4.502  0.208
H -0.991 0.989 -2.458  0.202
H -2.640 1.341 -2.966  0.205
H -1.757 -0.462 -0.685  0.217
H -3.420 -0.419 -1.285  0.200
H -3.056 1.059 0.710  0.218
H -3.693 1.904 -0.704  0.226
H -0.354 0.954 0.309  0.425
H 0.438 3.719 -0.280  0.233
H 1.545 2.345 0.038  0.193
H -0.276 3.631 2.119  0.188
H 1.404 5.150 2.674  0.213
H 2.084 4.827 1.075  0.219
H 3.575 3.148 1.950  0.201
H 3.532 4.246 3.343  0.218
H 1.764 2.964 4.404  0.162
H 2.742 1.654 3.691  0.188
H -1.453 -3.548 0.199  0.390
H 0.072 -3.654 2.118  0.203
H 1.390 -3.408 0.940  0.231
H -0.764 -1.384 1.767  0.186
H 1.038 -0.142 2.719  0.242
H 1.686 -1.772 2.999  0.210
H 3.279 -1.477 1.256  0.214
H 2.876 0.239 1.373  0.215
H 1.871 0.046 -0.768  0.187
H 2.062 -1.721 -0.716  0.212

Results
HOMO level	-0.334	Eh
gap between HOMO and LUMO	9.8	eV
total energy	-1154.8974	Eh
LUMO energy	0.70	eV
relative energy (zero: lowest compared OMol25 entry of this formula, charge and spin)	30.83	kcal/mol
charge	0
SMILES	O=C(CCCCCCCC(=O)NC[C@@H]1CCCO1)NC[C@H]1CCCO1



Look up the relative energy (zero: lowest compared OMol25 entry of this formula, charge and spin) of the fourth one. 57.75 kcal/mol



Please write out number 6 again, unchanged.
Entry from the Open Molecules 2025 dataset: the molecule C19H34N2O4 (wB97M-V/def2-TZVPD).

Last column: natural (NBO) charge in e.
CARTESIAN COORDINATES (ANGSTROEM)
O 1.259 -3.791 -1.358  -0.638
C 0.066 -3.821 -1.138  0.696
C -0.971 -4.142 -2.198  -0.496
C -1.858 -2.938 -2.534  -0.379
C -1.056 -1.774 -3.114  -0.416
C -1.944 -0.600 -3.552  -0.388
C -1.991 0.562 -2.558  -0.397
C -2.502 0.164 -1.175  -0.414
C -2.819 1.384 -0.307  -0.480
C -1.708 2.418 -0.214  0.681
O -1.910 3.601 -0.412  -0.642
N -0.492 1.937 0.118  -0.642
C 0.615 2.833 0.337  -0.239
C 0.717 3.281 1.805  0.089
C 1.786 4.370 2.016  -0.433
C 2.929 3.616 2.694  -0.430
C 2.158 2.548 3.465  -0.063
O 1.091 2.170 2.619  -0.550
N -0.453 -3.627 0.100  -0.621
C 0.359 -3.151 1.191  -0.260
C 0.231 -1.623 1.376  0.089
C 1.367 -1.062 2.239  -0.434
C 2.465 -0.755 1.209  -0.445
C 1.741 -0.842 -0.147  -0.093
O 0.353 -0.944 0.143  -0.557
H -1.591 -4.969 -1.844  0.219
H -0.438 -4.464 -3.094  0.230
H -2.394 -2.609 -1.642  0.190
H -2.605 -3.258 -3.267  0.206
H -0.328 -1.431 -2.378  0.214
H -0.495 -2.146 -3.974  0.206
H -2.961 -0.962 -3.726  0.190
H -1.577 -0.206 -4.502  0.208
H -0.991 0.989 -2.458  0.202
H -2.640 1.341 -2.966  0.205
H -1.757 -0.462 -0.685  0.217
H -3.420 -0.419 -1.285  0.200
H -3.056 1.059 0.710  0.218
H -3.693 1.904 -0.704  0.226
H -0.354 0.954 0.309  0.425
H 0.438 3.719 -0.280  0.233
H 1.545 2.345 0.038  0.193
H -0.276 3.631 2.119  0.188
H 1.404 5.150 2.674  0.213
H 2.084 4.827 1.075  0.219
H 3.575 3.148 1.950  0.201
H 3.532 4.246 3.343  0.218
H 1.764 2.964 4.404  0.162
H 2.742 1.654 3.691  0.188
H -1.453 -3.548 0.199  0.390
H 0.072 -3.654 2.118  0.203
H 1.390 -3.408 0.940  0.231
H -0.764 -1.384 1.767  0.186
H 1.038 -0.142 2.719  0.242
H 1.686 -1.772 2.999  0.210
H 3.279 -1.477 1.256  0.214
H 2.876 0.239 1.373  0.215
H 1.871 0.046 -0.768  0.187
H 2.062 -1.721 -0.716  0.212

Results
HOMO level	-0.334	Eh
gap between HOMO and LUMO	9.8	eV
total energy	-1154.8974	Eh
LUMO energy	0.70	eV
relative energy (zero: lowest compared OMol25 entry of this formula, charge and spin)	30.83	kcal/mol
charge	0
SMILES	O=C(CCCCCCCC(=O)NC[C@@H]1CCCO1)NC[C@H]1CCCO1



Among the records above, which one has the lowest charge? H3NOPS



Which of these has the lowest total energy? C11H16ClErO3W